ORCA calculation (ωB97M-V/def2-TZVPD) on a single C20H20N4O4 molecule.

CARTESIAN COORDINATES (ANGSTROEM)
O1 -1.5125 0.6812 -0.7277
O2 -0.0925 0.1845 -5.4751
O3 -0.9737 -3.7037 -1.5111
O4 0.7092 -1.0222 2.7403
N1 -1.4132 -1.6587 -2.3886
N2 -0.0056 1.0767 2.2583
N3 -0.8552 2.5335 3.8925
N4 -0.9935 -1.1359 0.5177
C1 0.2956 0.8706 0.8550
C2 -1.4007 -2.5742 -1.4049
C3 0.5896 -0.9048 -3.5065
C4 -0.6177 -1.8055 -3.5918
C5 0.0724 1.1883 -6.4462
C6 -1.9702 -2.0231 -0.0840
C7 -0.0030 0.3612 4.5401
C8 1.8937 0.9607 -4.2994
C9 -0.8349 0.1319 0.1232
C10 -0.0055 -0.2514 6.8607
C11 2.5461 -0.1854 -2.2920
C12 0.2742 0.0434 3.1504
C13 -0.5713 1.6080 4.8636
C14 2.7532 0.8138 -3.2239
C15 1.4659 -1.0373 -2.4420
C16 -0.5688 0.9843 7.1826
C17 0.2741 -0.5639 5.5508
C18 -0.5686 2.2418 2.6843
C19 -0.8514 1.9061 6.2013
C20 0.8046 0.1092 -4.4505
H1 0.0140 2.1888 -6.0058
H2 1.0211 1.0793 -6.9816
H3 -1.2195 -1.5468 -4.4643
H4 1.2097 0.2734 0.7861
H5 -0.7840 2.9718 1.9149
H6 -2.8876 -1.4614 -0.2786
H7 3.2219 -0.3040 -1.4586
H8 0.4446 1.8365 0.3703
H9 3.5910 1.4877 -3.1220
H10 2.0800 1.7477 -5.0130
H11 -0.7847 1.2166 8.2150
H12 1.2945 -1.8279 -1.7256
H13 0.2087 -0.9625 7.6439
H14 -0.3361 -1.5214 1.1903
H15 -1.2863 2.8654 6.4317
H16 -0.3173 -2.8554 -3.6493
H17 -2.1680 -2.8475 0.6000
H18 -1.7000 -0.7134 -2.1580
H19 -0.7512 1.0560 -7.1463
H20 0.7088 -1.5123 5.2736

Computed properties:
LUMO energy = 0.19 eV
HOMO energy = -0.315 Ha
Energy relative to the best compared isomer or geometry (same formula, charge and spin) = 0.000 eV
Orbital gap = 0.322 Ha